1.
Density functional theory data (the ωB97M-V functional and the def2-TZVPD basis) for 7 unconnected molecules or ions with the total composition C48H106F3N6O7 at a distorted geometry.

Computed properties:
frontier orbital gap: 6.75 eV
net charge: +3
2S+1: 1
E_tot: -82887.20945 eV
LUMO energy: -5.68 eV
E_HOMO: -12.4251 eV

Last columns: bonded neighbours and bond lengths (Å).
Element x y z (Å)
1 N 9.488 -18.683 20.307  O2 1.175, O3 1.188, O4 1.278
2 O 9.380 -17.644 19.768  N1 1.175
3 O 9.639 -19.626 19.600  N1 1.188
4 O 9.497 -18.829 21.576  N1 1.278
5 C 7.751 -13.593 21.883  C6 1.528, H17 1.090, H18 1.090, H19 1.090
6 C 8.777 -13.457 23.008  C5 1.528, C7 1.542, H20 1.090, H21 1.090
7 C 10.294 -13.461 22.731  C6 1.542, C8 1.573, H22 1.090, H23 1.090
8 C 10.709 -14.920 22.317  C7 1.573, N9 1.570, H24 1.090, H25 1.090
9 N 12.237 -15.182 22.560  C8 1.570, C10 1.521, C13 1.607, C14 1.527
10 C 12.589 -16.654 22.413  N9 1.521, C11 1.522, H26 1.090, H27 1.090
11 C 12.943 -17.212 23.784  C10 1.522, C12 1.445, H28 1.090, H29 1.090
12 C 13.465 -16.088 24.527  C11 1.445, C13 1.511, H30 1.090, H31 1.090
13 C 12.561 -14.948 24.117  N9 1.607, C12 1.511, H32 1.090, H33 1.090
14 C 13.068 -14.344 21.591  N9 1.527, C15 1.575, H34 1.090, H35 1.090
15 C 12.756 -14.549 20.061  C14 1.575, C16 1.538, H36 1.090, H37 1.090
16 C 13.553 -13.692 19.063  C15 1.538, H38 1.090, H39 1.090, H40 1.090
17 H 8.146 -13.287 20.914  C5 1.090
18 H 6.997 -12.807 21.875  C5 1.090
19 H 7.384 -14.612 21.760  C5 1.090
20 H 8.497 -14.202 23.752  C6 1.090
21 H 8.589 -12.578 23.625  C6 1.090
22 H 11.010 -13.157 23.494  C7 1.090
23 H 10.403 -12.785 21.883  C7 1.090
24 H 10.385 -15.086 21.290  C8 1.090
25 H 10.193 -15.709 22.865  C8 1.090
26 H 13.459 -16.766 21.767  C10 1.090
27 H 11.844 -17.311 21.964  C10 1.090
28 H 13.722 -17.975 23.789  C11 1.090
29 H 12.019 -17.594 24.216  C11 1.090
30 H 14.475 -15.781 24.257  C12 1.090
31 H 13.377 -16.139 25.612  C12 1.090
32 H 12.786 -13.902 24.322  C13 1.090
33 H 11.658 -15.218 24.664  C13 1.090
34 H 14.113 -14.546 21.825  C14 1.090
35 H 12.751 -13.345 21.891  C14 1.090
36 H 11.707 -14.350 19.841  C15 1.090
37 H 12.802 -15.617 19.847  C15 1.090
38 H 13.388 -13.978 18.024  C16 1.090
39 H 14.610 -13.891 19.237  C16 1.090
40 H 13.379 -12.626 19.206  C16 1.090
41 C 11.967 -19.290 17.415  C42 1.542, H53 1.090, H54 1.090, H55 1.090
42 C 12.606 -19.512 16.029  C41 1.542, C43 1.543, H56 1.090, H57 1.090
43 C 13.531 -20.743 15.931  C42 1.543, C44 1.529, H58 1.090, H59 1.090
44 C 12.990 -22.104 16.371  C43 1.529, N45 1.499, H60 1.090, H61 1.090
45 N 13.903 -23.228 15.987  C44 1.499, C46 1.566, C49 1.551, C50 1.575
46 C 13.460 -24.586 16.628  N45 1.566, C47 1.541, H62 1.090, H63 1.090
47 C 12.393 -25.202 15.704  C46 1.541, C48 1.640, H64 1.090, H65 1.090
48 C 12.797 -24.692 14.199  C47 1.640, C49 1.576, H66 1.090, H67 1.090
49 C 13.823 -23.526 14.467  N45 1.551, C48 1.576, H68 1.090, H69 1.090
50 C 15.343 -22.929 16.549  N45 1.575, C51 1.486, H70 1.090, H71 1.090
51 C 15.465 -22.632 18.000  C50 1.486, C52 1.568, H72 1.090, H73 1.090
52 C 16.722 -21.749 18.315  C51 1.568, H74 1.090, H75 1.090, H76 1.090
53 H 12.782 -19.031 18.091  C41 1.090
54 H 11.418 -20.136 17.830  C41 1.090
55 H 11.289 -18.438 17.370  C41 1.090
56 H 13.084 -18.608 15.650  C42 1.090
57 H 11.905 -19.705 15.218  C42 1.090
58 H 14.246 -20.515 16.721  C43 1.090
59 H 13.883 -20.840 14.904  C43 1.090
60 H 12.016 -22.310 15.926  C44 1.090
61 H 12.773 -22.194 17.436  C44 1.090
62 H 14.396 -25.144 16.659  C46 1.090
63 H 12.999 -24.488 17.611  C46 1.090
64 H 12.665 -26.251 15.589  C47 1.090
65 H 11.360 -25.157 16.051  C47 1.090
66 H 13.234 -25.325 13.426  C48 1.090
67 H 11.868 -24.311 13.773  C48 1.090
68 H 14.740 -23.853 13.977  C49 1.090
69 H 13.449 -22.670 13.904  C49 1.090
70 H 15.770 -22.077 16.019  C50 1.090
71 H 15.960 -23.803 16.341  C50 1.090
72 H 15.611 -23.530 18.600  C51 1.090
73 H 14.566 -22.185 18.425  C51 1.090
74 H 17.661 -22.238 18.057  C52 1.090
75 H 16.836 -21.461 19.360  C52 1.090
76 H 16.673 -20.748 17.886  C52 1.090
77 C 13.753 -21.430 24.152  C78 1.557, H89 1.090, H90 1.090, H91 1.090
78 C 13.255 -21.296 25.621  C77 1.557, C79 1.562, H92 1.090, H93 1.090
79 C 11.697 -21.211 25.714  C78 1.562, C80 1.598, H94 1.090, H95 1.090
80 C 10.893 -19.940 25.174  C79 1.598, N81 1.593, H96 1.090, H97 1.090
81 N 9.313 -20.137 25.227  C80 1.593, C82 1.585, C85 1.583, C86 1.569
82 C 8.937 -21.215 24.127  N81 1.585, C83 1.550, H98 1.090, H99 1.090
83 C 7.517 -20.893 23.595  C82 1.550, C84 1.494, H100 1.090, H101 1.090
84 C 7.321 -19.458 23.964  C83 1.494, C85 1.488, H102 1.090, H103 1.090
85 C 8.427 -18.900 24.790  N81 1.583, C84 1.488, H104 1.090, H105 1.090
86 C 8.748 -20.690 26.583  N81 1.569, C87 1.537, H106 1.090, H107 1.090
87 C 9.089 -19.821 27.805  C86 1.537, C88 1.548, H108 1.090, H109 1.090
88 C 8.910 -20.554 29.156  C87 1.548, H110 1.090, H111 1.090, H112 1.090
89 H 13.365 -22.277 23.586  C77 1.090
90 H 14.803 -21.715 24.213  C77 1.090
91 H 13.535 -20.504 23.620  C77 1.090
92 H 13.715 -20.430 26.097  C78 1.090
93 H 13.537 -22.210 26.143  C78 1.090
94 H 11.406 -21.214 26.764  C79 1.090
95 H 11.283 -22.111 25.259  C79 1.090
96 H 11.173 -19.732 24.141  C80 1.090
97 H 10.990 -19.048 25.792  C80 1.090
98 H 8.992 -22.194 24.604  C82 1.090
99 H 9.573 -20.925 23.291  C82 1.090
100 H 6.749 -21.437 24.144  C83 1.090
101 H 7.437 -21.108 22.529  C83 1.090
102 H 6.540 -19.398 24.722  C84 1.090
103 H 7.151 -18.836 23.085  C84 1.090
104 H 8.124 -18.266 25.623  C85 1.090
105 H 8.985 -18.347 24.034  C85 1.090
106 H 9.363 -21.584 26.690  C86 1.090
107 H 7.714 -21.001 26.437  C86 1.090
108 H 8.429 -18.955 27.759  C87 1.090
109 H 10.143 -19.545 27.841  C87 1.090
110 H 7.926 -21.016 29.228  C88 1.090
111 H 9.089 -19.857 29.975  C88 1.090
112 H 9.602 -21.393 29.226  C88 1.090
113 C 13.214 -25.117 20.584  C114 1.541, H120 1.090, H121 1.090, H122 1.090
114 C 12.519 -23.745 20.676  C113 1.541, O115 1.239, N116 1.564
115 O 13.125 -22.677 20.504  C114 1.239
116 N 11.009 -23.738 21.083  C114 1.564, H117 1.010, H118 1.010, C119 1.602
117 H 10.506 -24.411 20.523  N116 1.010
118 H 10.942 -24.088 22.028  N116 1.010
119 C 10.481 -22.226 21.088  N116 1.602, H123 1.090, H124 1.090, H125 1.090
120 H 12.597 -25.855 21.097  C113 1.090
121 H 14.126 -24.932 21.152  C113 1.090
122 H 13.372 -25.489 19.572  C113 1.090
123 H 10.651 -21.872 20.071  C119 1.090
124 H 11.037 -21.669 21.843  C119 1.090
125 H 9.435 -22.279 21.390  C119 1.090
126 C 8.780 -18.638 15.092  C127 1.467, H136 1.090, H137 1.090, H138 1.090
127 C 7.544 -17.860 15.228  C126 1.467, N128 1.476, H139 1.090, H140 1.090
128 N 7.203 -17.321 16.560  C127 1.476, C129 1.513, C130 1.615, C132 1.606
129 C 5.931 -16.511 16.442  N128 1.513, H141 1.090, H142 1.090, H143 1.090
130 C 6.927 -18.444 17.688  N128 1.615, C131 1.534, H144 1.090, H145 1.090
131 C 6.213 -17.931 18.944  C130 1.534, H146 1.090, H147 1.090, H148 1.090
132 C 8.325 -16.313 17.112  N128 1.606, C133 1.625, H149 1.090, H150 1.090
133 C 8.790 -14.988 16.293  C132 1.625, O134 1.448, H151 1.090, H152 1.090
134 O 8.952 -15.311 14.891  C133 1.448, C135 1.411
135 C 9.578 -14.345 14.075  O134 1.411, H153 1.090, H154 1.090, H155 1.090
136 H 9.628 -18.027 15.402  C126 1.090
137 H 9.018 -18.961 14.079  C126 1.090
138 H 8.770 -19.623 15.558  C126 1.090
139 H 6.752 -18.565 14.977  C127 1.090
140 H 7.558 -17.216 14.349  C127 1.090
141 H 5.986 -15.696 15.721  C129 1.090
142 H 5.669 -16.054 17.396  C129 1.090
143 H 5.220 -17.285 16.157  C129 1.090
144 H 7.915 -18.858 17.891  C130 1.090
145 H 6.279 -19.214 17.271  C130 1.090
146 H 6.194 -18.658 19.756  C131 1.090
147 H 5.172 -17.647 18.789  C131 1.090
148 H 6.788 -17.112 19.376  C131 1.090
149 H 9.171 -16.980 17.277  C132 1.090
150 H 8.002 -16.025 18.113  C132 1.090
151 H 9.642 -14.540 16.806  C133 1.090
152 H 7.909 -14.350 16.358  C133 1.090
153 H 9.587 -14.625 13.022  C135 1.090
154 H 10.535 -14.112 14.541  C135 1.090
155 H 8.989 -13.447 14.262  C135 1.090
156 C 9.343 -25.809 18.482  O157 1.385, O158 1.418, C159 1.582, H170 1.090
157 O 9.190 -24.432 18.466  C156 1.385, C163 1.403
158 O 10.054 -26.036 19.688  C156 1.418
159 C 7.922 -26.486 18.329  C156 1.582, F160 1.292, F161 1.357, F162 1.304
160 F 7.426 -25.953 17.261  C159 1.292
161 F 7.965 -27.824 18.109  C159 1.357
162 F 7.083 -26.419 19.325  C159 1.304
163 C 9.359 -23.691 17.286  O157 1.403, C164 1.521, H168 1.090, H169 1.090
164 C 8.676 -22.333 17.307  C163 1.521, H165 1.090, H166 1.090, H167 1.090
165 H 9.158 -21.703 18.054  C164 1.090
166 H 8.990 -21.978 16.326  C164 1.090
167 H 7.592 -22.344 17.424  C164 1.090
168 H 9.138 -24.198 16.347  C163 1.090
169 H 10.436 -23.522 17.269  C163 1.090
170 H 10.074 -26.044 17.709  C156 1.090

---

2.
Density functional theory data (the ωB97M-V functional and the def2-TZVPD basis) for a single C11H19NO2 molecule.

Computed properties:
frontier orbital gap: 10.19 eV
energy above the lowest of the compared OMol25 structures with the same formula, charge and spin: 66.39 kcal/mol
2S+1: 1
E_tot: -17298.30002 eV
LUMO energy: 0.85 eV
E_HOMO: -9.3329 eV

Last columns: bonded neighbours and bond lengths (Å).
Element x y z (Å)
1 C -3.531 -1.586 0.456  C2 1.320, H15 1.077, H16 1.078
2 C -2.635 -1.283 -0.465  C1 1.320, C3 1.495, H17 1.082
3 C -2.104 0.096 -0.694  C2 1.495, C4 1.557, H18 1.093, H19 1.092
4 C -0.664 0.325 -0.148  C3 1.557, C5 1.498, C8 1.531, C14 1.536
5 C -0.354 1.745 -0.509  C4 1.498, N6 1.261, H20 1.092
6 N -0.427 2.671 0.344  C5 1.261, O7 1.396
7 O -0.184 3.956 -0.143  N6 1.396, H21 0.967
8 C -0.627 0.094 1.365  C4 1.531, C9 1.528, H22 1.089, H23 1.091
9 C 0.812 0.144 1.875  C8 1.528, O10 1.408, H24 1.093, H25 1.097
10 O 1.641 -0.792 1.228  C9 1.408, C11 1.424
11 C 1.729 -0.644 -0.185  O10 1.424, C12 1.533, C13 1.535, C14 1.542
12 C 2.488 -1.887 -0.663  C11 1.533, H26 1.086, H27 1.086, H28 1.087
13 C 2.532 0.605 -0.571  C11 1.535, H29 1.087, H30 1.088, H31 1.086
14 C 0.323 -0.643 -0.819  C4 1.536, C11 1.542, H32 1.092, H33 1.091
15 H -3.898 -2.589 0.589  C1 1.077
16 H -3.938 -0.838 1.117  C1 1.078
17 H -2.254 -2.056 -1.119  C2 1.082
18 H -2.101 0.303 -1.767  C3 1.093
19 H -2.759 0.820 -0.204  C3 1.092
20 H -0.135 1.949 -1.560  C5 1.092
21 H -0.277 4.528 0.632  O7 0.967
22 H -1.218 0.855 1.872  C8 1.089
23 H -1.047 -0.890 1.580  C8 1.091
24 H 0.851 -0.131 2.932  C9 1.093
25 H 1.208 1.162 1.767  C9 1.097
26 H 3.493 -1.881 -0.251  C12 1.086
27 H 2.546 -1.905 -1.748  C12 1.086
28 H 1.983 -2.783 -0.315  C12 1.087
29 H 2.733 0.600 -1.639  C13 1.087
30 H 3.479 0.603 -0.036  C13 1.088
31 H 1.999 1.519 -0.325  C13 1.086
32 H 0.410 -0.417 -1.883  C14 1.092
33 H -0.077 -1.652 -0.714  C14 1.091

---

3.
Density functional theory data (the ωB97M-V functional and the def2-TZVPD basis) for a single C3H5N3 molecule at a distorted geometry.

Computed properties:
frontier orbital gap: 8.82 eV
energy above the lowest of the compared OMol25 structures with the same formula, charge and spin: 62.02 kcal/mol
2S+1: 1
E_tot: -7659.76603 eV
LUMO energy: 0.89 eV
E_HOMO: -7.9284 eV

Last columns: bonded neighbours and bond lengths (Å).
Element x y z (Å)
1 N 1.314 0.987 1.285  C2 1.206, H7 0.998
2 C 0.442 0.291 0.828  N1 1.206, N6 1.341
3 C -0.511 0.805 -0.917  N4 1.365, H8 1.079, H9 1.072
4 N -1.031 -0.426 -1.197  C3 1.365, C5 1.278
5 C -0.571 -1.338 -0.429  N4 1.278, N6 1.372, H10 1.082
6 N 0.265 -1.021 0.613  C2 1.341, C5 1.372, H11 0.999
7 H 1.261 1.978 1.392  N1 0.998
8 H -1.255 1.579 -1.014  C3 1.079
9 H 0.393 1.213 -1.324  C3 1.072
10 H -0.890 -2.369 -0.511  C5 1.082
11 H 0.582 -1.699 1.273  N6 0.999